The following is a DFT calculation (wB97M-V/def2-TZVPD) of 2 unconnected molecules or ions with the total composition C5H11O3P at a distorted geometry.

Geometry as XYZ:
```
20
Properties=species:S:1:pos:R:3
C -1.251 -1.328 -0.635
C -0.361 -0.979 -3.080
C 0.431 -0.241 1.518
C -0.083 -1.016 -1.569
C 0.763 1.212 1.580
O 0.720 2.018 4.355
O 1.356 3.684 2.425
O -0.550 1.937 1.986
P 0.750 2.426 2.893
H 1.141 1.713 0.802
H -2.048 -0.564 -0.796
H -1.739 -2.359 -0.944
H -1.228 -0.317 -3.243
H -0.429 -1.962 -3.428
H 0.433 -0.360 -3.818
H 1.370 -1.015 1.343
H 0.173 -0.350 2.542
H -0.390 -0.589 0.701
H 0.259 -0.094 -1.277
H 0.685 -1.814 -1.356
```

## Properties
Net charge: -2
ΔE to the lowest compared entry with this formula, charge and spin, kcal/mol: 5.04
Frontier orbital gap, eV: 5.174
Highest occupied orbital energy, eV: 1.25
E_tot, eV: -20791.5579

The following is a DFT calculation (wB97M-V/def2-TZVPD) of 2 unconnected molecules or ions with the total composition C10H19BrN4O5P.

Geometry as XYZ:
```
40
Properties=species:S:1:pos:R:3
N -1.431 -3.660 1.262
C -1.300 -2.966 0.223
C -0.085 -2.211 -0.252
C -0.241 -0.687 -0.331
N -1.501 -0.368 -1.082
C -2.635 -0.136 -0.411
N -3.822 -0.446 -0.945
P -5.474 -0.205 -0.294
O -5.173 -0.663 1.224
O -5.469 1.399 -0.043
N -2.589 0.468 0.802
C -1.306 1.093 1.118
C -0.126 0.144 0.964
Br 0.090 -0.876 2.603
H -0.566 -3.670 1.805
H -2.182 -2.898 -0.421
H 0.822 -2.462 0.293
H 0.103 -2.539 -1.283
H 0.585 -0.347 -0.953
H -1.659 -1.058 -1.808
H -3.817 -0.917 -1.840
H -5.457 0.011 1.860
H -5.920 1.833 -0.783
H -2.958 -0.129 1.536
H -1.179 1.976 0.490
H -1.359 1.437 2.148
H 0.776 0.746 0.894
C 3.995 2.709 0.438
C 4.365 1.335 -0.050
C 4.807 1.245 -1.496
O 4.424 -0.096 -1.846
C 3.398 -0.451 -1.061
O 2.729 -1.428 -1.207
O 3.212 0.454 -0.071
H 3.201 3.136 -0.176
H 3.642 2.670 1.468
H 4.864 3.365 0.398
H 5.107 0.876 0.607
H 5.874 1.379 -1.644
H 4.256 1.937 -2.137
```

## Properties
Net charge: +1
Frontier orbital gap, eV: 9.775
Highest occupied orbital energy, eV: -12.71
E_tot, eV: -106203.4478

The following is a DFT calculation (wB97M-V/def2-TZVPD) of a molecular structure, C15H17AlN2S2 at a distorted geometry.

Geometry as XYZ:
```
37
Properties=species:S:1:pos:R:3
C -3.158 1.408 -0.885
C -2.381 2.424 -0.995
H -3.408 0.969 0.071
H -3.276 0.725 -1.718
H -1.818 2.526 -1.900
H -1.852 2.762 -0.127
Al 1.163 -0.908 0.099
C 0.030 -1.741 -2.233
C -0.077 -0.607 -3.050
C 1.876 -0.391 -1.882
C 1.315 -1.718 -1.610
H -0.869 -0.415 -3.771
H 1.276 1.093 -3.460
H 2.827 0.016 -1.525
C 1.055 0.207 -2.865
H 1.772 -2.552 -1.023
H -0.698 -2.553 -2.195
C 1.933 2.933 -0.280
C 1.915 2.015 0.905
N 1.265 0.815 0.933
C 1.236 0.255 2.238
C 1.932 1.010 3.159
S 2.608 2.470 2.460
C 0.355 -0.909 2.389
C -0.074 -1.602 3.502
S -1.381 -2.709 3.139
C -1.300 -2.230 1.455
N -0.317 -1.316 1.203
C -2.339 -2.606 0.456
H 1.721 3.967 0.029
H 2.922 2.945 -0.770
H 1.177 2.628 -1.013
H 2.051 0.697 4.193
H 0.379 -1.466 4.480
H -3.139 -3.186 0.933
H -2.795 -1.718 0.002
H -1.923 -3.234 -0.344
```

## Properties
Net charge: +2
Frontier orbital gap, eV: 6.811
Highest occupied orbital energy, eV: -15.26
E_tot, eV: -47060.9162

The following is a DFT calculation (wB97M-V/def2-TZVPD) of a gas-phase ion, C3H6NO2S (charge +1) at a distorted geometry.

Geometry as XYZ:
```
13
Properties=species:S:1:pos:R:3
C 0.492 -2.547 -0.649
C -0.627 0.952 0.961
C -0.469 0.893 -0.499
N 0.692 -1.448 -0.758
O -0.157 -0.254 1.518
O 1.701 0.724 -2.157
S 1.328 0.423 -0.824
H 0.494 -3.667 -0.676
H -0.245 -0.304 2.481
H 0.151 1.734 1.180
H -1.569 1.199 1.295
H -0.522 1.866 -0.837
H -1.269 0.428 -1.034
```

## Properties
Net charge: +1
ΔE to the lowest compared entry with this formula, charge and spin, kcal/mol: 79.26
Frontier orbital gap, eV: 9.641
Highest occupied orbital energy, eV: -14.90
E_tot, eV: -19617.9113

The following is a DFT calculation (wB97M-V/def2-TZVPD) of 2 unconnected molecules or ions with the total composition C18H27N3O5 at a distorted geometry.

Geometry as XYZ:
```
53
Properties=species:S:1:pos:R:3
C 5.994 0.049 2.871
N 5.068 -0.720 2.043
C 3.782 -0.397 1.846
O 3.290 0.604 2.357
C 2.946 -1.330 0.936
C 1.417 -1.228 1.125
C 0.769 0.099 0.747
C 1.020 0.701 -0.504
C 0.398 1.915 -0.848
C -0.491 2.530 0.050
C -0.760 1.926 1.290
C -0.131 0.716 1.637
N 3.351 -2.749 0.968
C 3.484 -3.500 2.063
C 3.821 -4.955 1.837
O 3.362 -3.073 3.199
H 5.746 -0.098 3.924
H 5.905 1.112 2.637
H 7.019 -0.275 2.691
H 5.388 -1.593 1.657
H 3.160 -0.985 -0.073
H 0.938 -1.999 0.520
H 1.191 -1.451 2.169
H 1.689 0.234 -1.210
H 0.605 2.378 -1.803
H -0.961 3.469 -0.208
H -1.435 2.401 1.989
H -0.330 0.267 2.600
H 3.451 -3.217 0.083
H 4.684 -5.037 1.180
H 2.963 -5.454 1.392
H 4.048 -5.416 2.797
C -1.908 -1.009 -1.728
C -3.297 -0.500 -2.098
N -3.573 -0.873 -3.483
C -3.381 1.023 -1.968
C -4.826 1.536 -1.998
O -5.673 0.968 -2.675
C -5.263 2.659 -1.077
C -5.332 3.954 -1.849
O -6.056 4.036 -2.822
O -4.587 4.982 -1.394
H -1.686 -0.776 -0.683
H -1.858 -2.095 -1.856
H -1.143 -0.548 -2.360
H -4.028 -0.972 -1.431
H -4.529 -0.594 -3.731
H -2.903 -0.445 -4.118
H -2.927 1.316 -1.018
H -2.811 1.503 -2.768
H -6.250 2.434 -0.668
H -4.567 2.760 -0.244
H -4.784 5.717 -1.996
```

## Properties
ΔE to the lowest compared entry with this formula, charge and spin, kcal/mol: 42.48
Frontier orbital gap, eV: 9.138
Highest occupied orbital energy, eV: -8.80
E_tot, eV: -33813.1009

The following is a DFT calculation (wB97M-V/def2-TZVPD) of a molecular structure, C35H33BN4O5S7Ti at a distorted geometry.

Geometry as XYZ:
```
86
Properties=species:S:1:pos:R:3
Ti 0.771 0.417 1.085
N 0.778 4.449 2.694
C 0.088 4.611 3.875
C 0.297 5.741 4.665
C -0.469 5.963 5.801
C -1.422 5.034 6.185
C -1.597 3.877 5.432
C -0.866 3.666 4.276
S -1.155 2.251 3.265
N 0.191 2.161 2.261
C 0.930 3.233 2.008
C 1.898 3.144 0.994
C 2.747 4.211 0.601
C 3.618 4.051 -0.435
C 3.650 2.816 -1.115
C 2.813 1.814 -0.695
N 1.964 1.928 0.340
H 1.480 5.139 2.508
H 1.069 6.444 4.370
H -0.313 6.863 6.382
H -2.031 5.201 7.065
H -2.312 3.124 5.740
H 2.713 5.166 1.110
H 4.273 4.861 -0.734
H 4.313 2.654 -1.953
H 2.815 0.860 -1.199
S 4.193 -1.507 7.728
C 3.497 -1.148 6.266
S 1.840 -1.475 5.898
C 1.815 -0.792 4.282
C 2.987 -0.308 3.821
S 3.211 0.332 2.240
S 4.336 -0.403 4.949
S 0.355 -0.778 3.373
C -3.214 -2.092 3.270
N -2.484 -1.802 2.054
C -1.677 -2.897 1.537
C -2.179 -0.524 1.787
O -1.266 -0.112 1.074
H -3.790 -3.009 3.137
H -3.895 -1.273 3.501
H -2.516 -2.216 4.104
H -2.332 -3.754 1.357
H -0.893 -3.169 2.243
H -1.212 -2.584 0.607
H -2.906 0.181 2.211
O -5.658 4.615 -4.257
C -5.535 3.308 -3.853
O -6.367 2.525 -4.247
C -4.389 2.989 -3.007
C -4.033 1.642 -2.824
C -2.886 1.289 -2.157
C -2.009 2.269 -1.631
S -0.434 1.905 -1.065
C -2.448 3.612 -1.694
C -3.583 3.961 -2.382
H -4.894 5.109 -3.944
H -4.677 0.888 -3.258
H -2.603 0.250 -2.043
H -1.841 4.367 -1.211
H -3.863 5.012 -2.403
C -0.128 -5.208 -5.229
C 1.114 -5.591 -4.412
C 0.781 -6.778 -3.495
C 2.206 -6.044 -5.384
C 1.543 -4.399 -3.555
C 2.770 -3.764 -3.724
C 3.175 -2.694 -2.922
C 2.312 -2.272 -1.938
O 2.440 -1.278 -1.031
B 1.245 -1.216 -0.249
O 0.413 -2.268 -0.758
C 1.069 -2.884 -1.769
C 0.670 -3.938 -2.558
H -0.478 -6.062 -5.817
H 0.108 -4.388 -5.909
H -0.938 -4.880 -4.578
H 0.510 -7.656 -4.088
H -0.051 -6.546 -2.832
H 1.644 -7.029 -2.876
H 1.864 -6.926 -5.930
H 3.121 -6.308 -4.851
H 2.437 -5.265 -6.112
H 3.451 -4.098 -4.494
H 4.131 -2.212 -3.074
H -0.304 -4.384 -2.405
```

## Properties
Net charge: -2
ΔE to the lowest compared entry with this formula, charge and spin, kcal/mol: 25.21
Frontier orbital gap (alpha / beta), eV: 3.887 / 3.922
Highest occupied orbital energy (alpha / beta), eV: -0.29 / -0.33
E_tot, eV: -152672.6023

The following is a DFT calculation (wB97M-V/def2-TZVPD) of a molecular structure, C2H2CuF2LiO at a distorted geometry.

Geometry as XYZ:
```
9
Properties=species:S:1:pos:R:3
F 3.724 -0.509 0.131
O 0.071 -0.215 0.049
Cu -0.621 1.956 -0.185
Li 2.060 -0.502 0.354
C -1.921 -0.898 0.295
C -0.689 -1.231 -0.312
H -2.527 -1.852 0.133
F -2.436 0.266 -0.038
H -0.369 -2.258 -0.518
```

## Properties
Net charge: +1
ΔE to the lowest compared entry with this formula, charge and spin, kcal/mol: 44.76
Frontier orbital gap (alpha / beta), eV: 5.772 / 4.694
Highest occupied orbital energy (alpha / beta), eV: -12.59 / -12.58
<S²>: 0.77
Multiplicity: 2
E_tot, eV: -54422.2967

The following is a DFT calculation (wB97M-V/def2-TZVPD) of 2 unconnected molecules or ions with the total composition C6H16 at a distorted geometry.

Geometry as XYZ:
```
22
Properties=species:S:1:pos:R:3
C 1.193 -0.194 -0.071
C 2.075 -0.250 -1.317
C 1.227 -1.374 0.779
C 1.480 1.132 0.634
H 0.074 -0.048 -0.441
H 3.210 -0.084 -1.159
H 2.332 -1.468 1.183
H 0.671 -1.343 1.706
H 0.908 -2.258 0.313
H 1.964 1.971 0.055
H 0.508 1.577 1.067
H 2.245 0.990 1.495
H 1.755 0.465 -2.131
H 2.093 -1.223 -1.888
C -2.590 -0.236 0.465
C -3.097 0.855 -0.512
H -3.141 -0.075 1.403
H -2.915 -1.240 0.088
H -1.568 -0.041 0.758
H -3.216 0.388 -1.536
H -4.173 1.062 -0.260
H -2.476 1.722 -0.521
```

## Properties
Net charge: -1
ΔE to the lowest compared entry with this formula, charge and spin, kcal/mol: 22.14
Frontier orbital gap (alpha / beta), eV: 2.611 / 11.381
Highest occupied orbital energy (alpha / beta), eV: 1.41 / -7.20
<S²>: 0.75
Multiplicity: 2
E_tot, eV: -6478.9881